{
  "formula": "C52H126N6O10",
  "method": "ωB97M-V/def2-TZVPD",
  "species": ["C", "C", "N", "C", "C", "C", "C", "C", "O", "C", "H", "H", "H", "H", "H", "H", "H", "H", "H", "H", "H", "H", "H", "H", "H", "H", "H", "H", "H", "H", "C", "C", "N", "C", "C", "C", "C", "C", "O", "C", "H", "H", "H", "H", "H", "H", "H", "H", "H", "H", "H", "H", "H", "H", "H", "H", "H", "H", "H", "H", "C", "C", "N", "C", "C", "C", "C", "C", "O", "C", "H", "H", "H", "H", "H", "H", "H", "H", "H", "H", "H", "H", "H", "H", "H", "H", "H", "H", "H", "H", "C", "C", "N", "C", "C", "C", "C", "C", "O", "C", "H", "H", "H", "H", "H", "H", "H", "H", "H", "H", "H", "H", "H", "H", "H", "H", "H", "H", "H", "H", "C", "C", "N", "C", "C", "C", "C", "C", "O", "C", "H", "H", "H", "H", "H", "H", "H", "H", "H", "H", "H", "H", "H", "H", "H", "H", "H", "H", "H", "H", "C", "C", "N", "C", "C", "C", "C", "C", "O", "C", "H", "H", "H", "H", "H", "H", "H", "H", "H", "H", "H", "H", "H", "H", "H", "H", "H", "H", "H", "H", "C", "C", "O", "O", "H", "H", "H", "C", "C", "O", "O", "H", "H", "H"],
  "positions_angstrom": [[1.005, 1.963, -5.381], [1.690, 0.877, -6.135], [0.755, 0.086, -7.083], [1.498, -1.235, -7.378], [-0.669, -0.104, -6.454], [-1.358, -1.322, -6.959], [0.558, 0.860, -8.397], [1.687, 0.896, -9.384], [2.834, 1.509, -8.772], [3.256, 2.681, -9.541], [0.364, 1.558, -4.596], [0.418, 2.611, -6.030], [1.772, 2.493, -4.798], [2.022, 0.097, -5.434], [2.509, 1.207, -6.728], [1.529, -1.827, -6.455], [2.525, -0.965, -7.647], [0.950, -1.748, -8.166], [-1.259, 0.762, -6.618], [-0.560, -0.178, -5.369], [-2.410, -1.375, -6.751], [-0.881, -2.156, -6.422], [-1.270, -1.503, -8.009], [0.205, 1.859, -8.154], [-0.297, 0.387, -8.911], [1.399, 1.486, -10.254], [1.960, -0.075, -9.827], [3.482, 2.347, -10.548], [4.127, 3.080, -8.988], [2.491, 3.459, -9.486], [-3.771, -0.886, -3.635], [-4.522, -2.178, -3.614], [-4.201, -3.108, -2.376], [-4.842, -2.761, -1.097], [-4.538, -4.600, -2.892], [-6.017, -4.689, -3.269], [-2.648, -2.999, -2.145], [-2.164, -3.878, -0.979], [-2.496, -3.343, 0.278], [-1.859, -4.103, 1.369], [-2.718, -0.977, -3.886], [-3.891, -0.235, -2.792], [-4.211, -0.267, -4.442], [-4.215, -2.842, -4.424], [-5.620, -2.091, -3.725], [-4.761, -1.725, -0.804], [-4.582, -3.534, -0.393], [-5.933, -2.796, -1.215], [-4.263, -5.114, -1.981], [-3.928, -4.810, -3.769], [-6.291, -5.738, -3.483], [-6.302, -4.037, -4.073], [-6.615, -4.539, -2.372], [-2.359, -1.962, -1.891], [-2.059, -3.335, -3.020], [-1.100, -4.006, -1.232], [-2.535, -4.896, -1.081], [-0.785, -3.964, 1.252], [-2.159, -5.139, 1.449], [-2.207, -3.614, 2.271], [4.953, -1.611, 1.281], [4.051, -1.107, 0.181], [4.483, 0.260, -0.435], [3.357, 0.713, -1.360], [4.660, 1.215, 0.697], [5.159, 2.621, 0.275], [5.854, 0.139, -1.284], [5.960, -1.142, -2.043], [5.206, -1.112, -3.175], [5.349, -2.239, -4.028], [6.048, -1.498, 1.147], [4.696, -2.668, 1.455], [4.590, -1.121, 2.171], [3.112, -0.913, 0.718], [3.887, -1.870, -0.593], [3.142, -0.078, -2.082], [3.583, 1.637, -1.876], [2.563, 0.939, -0.622], [5.305, 0.845, 1.460], [3.648, 1.289, 1.095], [4.532, 2.925, -0.564], [6.242, 2.636, 0.044], [4.881, 3.371, 1.026], [6.635, 0.264, -0.537], [5.883, 0.983, -1.961], [5.823, -1.985, -1.368], [7.002, -1.211, -2.394], [4.781, -2.057, -4.946], [5.012, -3.151, -3.570], [6.388, -2.406, -4.308], [-0.107, 4.088, -0.916], [-0.643, 5.517, -0.926], [-1.972, 5.694, -0.285], [-1.838, 5.363, 1.181], [-2.335, 7.219, -0.308], [-2.696, 7.739, -1.705], [-2.964, 4.821, -1.078], [-4.349, 4.944, -0.445], [-4.594, 3.895, 0.457], [-4.815, 2.641, -0.205], [-0.229, 3.549, 0.011], [1.006, 4.145, -1.102], [-0.588, 3.524, -1.716], [-0.702, 5.845, -1.963], [0.055, 6.208, -0.469], [-1.279, 4.442, 1.384], [-2.813, 5.440, 1.655], [-1.218, 6.171, 1.534], [-1.486, 7.814, -0.082], [-3.153, 7.404, 0.445], [-1.859, 7.666, -2.434], [-2.958, 8.791, -1.640], [-3.568, 7.290, -2.180], [-2.624, 3.805, -0.931], [-2.841, 5.043, -2.117], [-5.070, 4.984, -1.247], [-4.432, 5.853, 0.134], [-5.078, 1.894, 0.511], [-3.860, 2.303, -0.682], [-5.620, 2.701, -0.926], [2.577, -3.899, 4.813], [3.805, -3.266, 5.490], [3.475, -2.166, 6.492], [4.727, -1.483, 6.944], [2.519, -1.035, 5.898], [3.058, -0.479, 4.585], [2.736, -2.721, 7.739], [3.486, -3.759, 8.486], [4.607, -3.219, 9.100], [4.956, -3.869, 10.345], [2.856, -4.666, 4.088], [1.962, -3.064, 4.388], [1.910, -4.408, 5.547], [4.508, -2.829, 4.780], [4.406, -4.062, 5.975], [5.263, -1.014, 6.143], [5.290, -2.265, 7.422], [4.473, -0.806, 7.770], [2.417, -0.240, 6.626], [1.503, -1.393, 5.733], [3.153, -1.216, 3.745], [4.085, -0.083, 4.750], [2.436, 0.320, 4.207], [1.852, -3.244, 7.419], [2.383, -1.898, 8.336], [3.822, -4.574, 7.819], [2.937, -4.230, 9.310], [4.071, -3.852, 10.981], [5.778, -3.347, 10.853], [5.369, -4.871, 10.200], [-4.519, -0.359, 6.216], [-4.461, 1.012, 5.698], [-3.116, 1.363, 4.923], [-3.239, 2.673, 4.135], [-1.980, 1.532, 5.924], [-0.533, 1.568, 5.395], [-2.621, 0.240, 3.953], [-3.506, -0.024, 2.787], [-4.744, -0.422, 3.286], [-5.570, -0.875, 2.276], [-4.639, -1.079, 5.377], [-5.236, -0.622, 6.987], [-3.550, -0.551, 6.685], [-4.342, 1.736, 6.501], [-5.260, 1.292, 5.017], [-4.091, 2.532, 3.502], [-2.308, 2.844, 3.607], [-3.394, 3.554, 4.743], [-2.170, 0.706, 6.622], [-2.201, 2.449, 6.479], [-0.402, 2.325, 4.600], [-0.252, 0.603, 4.917], [0.177, 1.694, 6.177], [-2.460, -0.642, 4.597], [-1.633, 0.544, 3.600], [-2.990, -0.786, 2.146], [-3.672, 0.874, 2.133], [-5.040, -1.618, 1.672], [-5.970, -0.099, 1.655], [-6.451, -1.367, 2.737], [-0.549, 0.348, 0.768], [0.150, 1.244, 1.848], [-0.394, 2.355, 2.135], [1.142, 0.716, 2.428], [-1.332, 0.834, 0.219], [-0.828, -0.547, 1.347], [0.174, 0.065, -0.017], [0.957, -3.288, -3.654], [0.922, -1.755, -3.386], [-0.258, -1.270, -3.497], [2.024, -1.224, -3.061], [0.254, -3.727, -2.961], [1.952, -3.730, -3.538], [0.645, -3.503, -4.677]],
  "charge": 4,
  "multiplicity": 1
}

{
  "formula": "C52H128N12O18P4",
  "method": "ωB97M-V/def2-TZVPD",
  "species": ["C", "N", "C", "P", "O", "N", "C", "C", "N", "C", "C", "H", "H", "H", "H", "H", "H", "H", "H", "H", "H", "H", "H", "H", "H", "H", "H", "H", "H", "C", "N", "C", "P", "O", "N", "C", "C", "N", "C", "C", "H", "H", "H", "H", "H", "H", "H", "H", "H", "H", "H", "H", "H", "H", "H", "H", "H", "H", "C", "N", "C", "P", "O", "N", "C", "C", "N", "C", "C", "H", "H", "H", "H", "H", "H", "H", "H", "H", "H", "H", "H", "H", "H", "H", "H", "H", "H", "C", "N", "C", "P", "O", "N", "C", "C", "N", "C", "C", "H", "H", "H", "H", "H", "H", "H", "H", "H", "H", "H", "H", "H", "H", "H", "H", "H", "H", "C", "C", "O", "C", "C", "O", "H", "H", "H", "H", "H", "H", "H", "H", "C", "C", "O", "C", "C", "O", "H", "H", "H", "H", "H", "H", "H", "H", "C", "C", "O", "C", "C", "O", "H", "H", "H", "H", "H", "H", "H", "H", "C", "C", "O", "C", "C", "O", "H", "H", "H", "H", "H", "H", "H", "H", "C", "C", "O", "C", "C", "O", "H", "H", "H", "H", "H", "H", "H", "H", "C", "C", "O", "C", "C", "O", "H", "H", "H", "H", "H", "H", "H", "H", "C", "C", "O", "C", "C", "O", "H", "H", "H", "H", "H", "H", "H", "H"],
  "positions_angstrom": [[-5.288, -0.928, 0.443], [-6.253, -1.394, 1.423], [-7.502, -0.567, 1.527], [-6.413, -3.060, 1.649], [-7.407, -3.310, 2.702], [-6.735, -3.887, 0.278], [-5.885, -3.927, -0.882], [-7.710, -4.960, 0.207], [-4.818, -3.465, 2.047], [-4.162, -2.845, 3.216], [-4.622, -4.896, 2.051], [-5.719, -0.976, -0.565], [-4.431, -1.594, 0.339], [-4.989, 0.093, 0.550], [-7.768, -0.148, 0.594], [-7.294, 0.227, 2.308], [-8.308, -1.210, 1.866], [-4.835, -3.683, -0.681], [-5.789, -4.969, -1.230], [-6.209, -3.263, -1.724], [-7.218, -5.942, 0.049], [-8.326, -4.922, 1.119], [-8.367, -4.841, -0.703], [-3.096, -2.991, 3.182], [-4.332, -1.759, 3.290], [-4.523, -3.223, 4.192], [-5.311, -5.391, 2.760], [-3.592, -5.128, 2.332], [-4.738, -5.279, 1.040], [-0.686, -5.197, -0.279], [-0.813, -5.160, -1.727], [0.439, -4.844, -2.389], [-2.230, -5.598, -2.474], [-3.417, -5.238, -1.736], [-2.109, -4.782, -3.911], [-1.276, -5.218, -5.076], [-2.641, -3.430, -3.865], [-2.015, -7.177, -2.951], [-0.826, -8.030, -2.710], [-3.168, -7.898, -3.502], [-0.106, -6.086, 0.069], [-1.697, -5.276, 0.175], [-0.332, -4.273, 0.105], [0.155, -4.523, -3.375], [1.115, -5.704, -2.419], [1.023, -4.135, -1.864], [-0.644, -6.093, -4.789], [-1.948, -5.508, -5.877], [-0.700, -4.402, -5.397], [-3.123, -3.260, -2.931], [-1.864, -2.650, -4.022], [-3.332, -3.229, -4.667], [0.117, -7.518, -2.511], [-0.890, -8.777, -1.949], [-0.733, -8.687, -3.591], [-2.783, -8.551, -4.318], [-3.804, -7.099, -3.861], [-3.741, -8.538, -2.823], [-0.721, -4.641, 3.952], [0.224, -3.562, 4.081], [0.154, -2.542, 3.060], [1.757, -3.989, 4.448], [2.585, -4.584, 3.434], [2.404, -2.547, 4.880], [1.654, -1.416, 5.479], [3.847, -2.493, 5.141], [1.598, -4.935, 5.753], [2.619, -5.968, 5.853], [0.984, -4.591, 7.036], [-0.718, -4.984, 2.909], [-1.736, -4.382, 4.211], [-0.494, -5.454, 4.617], [0.837, -1.756, 3.242], [-0.861, -2.098, 3.113], [0.354, -2.987, 2.045], [0.668, -1.718, 5.845], [2.229, -1.210, 6.404], [1.536, -0.609, 4.807], [4.311, -1.482, 4.976], [3.914, -2.922, 6.151], [4.293, -3.209, 4.409], [3.324, -5.747, 6.700], [2.268, -6.967, 6.120], [3.023, -6.077, 4.853], [0.144, -3.939, 7.014], [1.775, -4.129, 7.638], [0.620, -5.465, 7.602], [3.502, 2.731, -2.509], [4.854, 3.179, -2.015], [5.813, 3.550, -2.998], [4.986, 3.422, -0.415], [4.298, 2.355, 0.383], [6.616, 3.627, -0.191], [7.075, 4.240, 1.046], [7.509, 2.564, -0.584], [4.283, 4.852, 0.072], [3.641, 5.189, 1.361], [4.468, 6.039, -0.826], [2.773, 2.549, -1.679], [3.643, 1.873, -3.101], [3.059, 3.537, -3.114], [5.301, 3.663, -3.932], [6.541, 2.776, -3.181], [6.339, 4.453, -2.696], [6.352, 4.971, 1.481], [7.308, 3.453, 1.735], [8.004, 4.759, 0.900], [8.532, 2.893, -0.883], [7.717, 1.984, 0.316], [7.265, 1.767, -1.315], [2.796, 5.929, 1.161], [3.287, 4.314, 1.896], [4.302, 5.749, 2.029], [3.495, 6.449, -0.949], [4.988, 5.795, -1.768], [5.036, 6.825, -0.321], [4.140, 1.959, 4.368], [3.857, 3.374, 4.626], [2.892, 3.529, 5.693], [1.617, 3.358, 5.317], [0.742, 3.609, 6.543], [1.148, 3.126, 4.251], [5.024, 1.879, 3.691], [3.260, 1.413, 3.967], [4.483, 1.562, 5.278], [4.665, 3.910, 5.050], [3.474, 3.992, 3.825], [0.503, 4.676, 6.453], [1.224, 3.371, 7.511], [-0.229, 3.104, 6.541], [0.393, 4.680, -2.203], [-0.412, 5.431, -3.231], [0.076, 5.223, -4.644], [-0.625, 4.362, -5.407], [-0.369, 4.481, -6.865], [-1.567, 3.669, -5.002], [1.401, 5.052, -2.237], [0.390, 3.584, -2.256], [0.046, 4.986, -1.232], [-1.472, 5.144, -3.400], [-0.177, 6.493, -3.110], [-0.179, 5.563, -7.013], [-1.270, 4.121, -7.294], [0.556, 3.891, -7.226], [-3.933, 4.093, -1.662], [-3.550, 3.056, -0.675], [-3.733, 3.468, 0.700], [-3.298, 2.613, 1.616], [-3.402, 3.185, 3.040], [-2.883, 1.520, 1.389], [-3.472, 5.057, -1.381], [-5.023, 4.260, -1.762], [-3.471, 3.800, -2.641], [-4.213, 2.189, -0.737], [-2.544, 2.638, -0.781], [-3.892, 2.450, 3.659], [-3.879, 4.170, 2.980], [-2.428, 3.237, 3.518], [0.921, -0.112, -4.112], [0.506, -1.030, -5.193], [-0.711, -0.590, -5.836], [-0.726, 0.531, -6.582], [-2.119, 1.033, -6.872], [0.250, 1.116, -6.910], [1.398, 0.767, -4.488], [1.582, -0.669, -3.460], [0.076, 0.082, -3.469], [1.148, -1.234, -6.034], [0.189, -1.969, -4.755], [-2.411, 1.796, -6.115], [-2.877, 0.236, -6.870], [-2.034, 1.425, -7.892], [-0.333, 9.183, -0.245], [-0.929, 8.266, 0.804], [-0.239, 7.000, 0.799], [-0.900, 6.120, 1.599], [-0.241, 4.740, 1.487], [-1.905, 6.321, 2.277], [-0.593, 8.819, -1.266], [0.732, 9.341, -0.244], [-0.782, 10.182, -0.207], [-0.814, 8.781, 1.766], [-1.981, 8.042, 0.715], [0.646, 4.743, 0.933], [-0.925, 4.006, 1.136], [0.001, 4.478, 2.535], [-1.985, -1.873, 0.297], [-1.564, -0.635, -0.381], [-0.612, -0.067, 0.505], [-0.105, 1.159, 0.133], [0.799, 1.667, 1.234], [-0.421, 1.699, -0.898], [-1.121, -2.387, 0.803], [-2.506, -2.648, -0.268], [-2.732, -1.672, 1.070], [-1.067, -0.877, -1.371], [-2.337, 0.065, -0.599], [0.281, 1.623, 2.163], [1.147, 2.621, 0.966], [1.665, 1.062, 1.278], [2.889, -0.875, -0.289], [4.263, -0.574, -1.026], [4.082, -1.149, -2.367], [4.863, -0.580, -3.321], [4.543, -1.065, -4.730], [5.716, 0.309, -3.101], [2.910, -0.551, 0.773], [2.570, -1.882, -0.273], [2.147, -0.261, -0.823], [4.478, 0.502, -1.148], [5.143, -0.952, -0.532], [5.491, -0.880, -5.311], [3.830, -0.391, -5.191], [4.124, -2.035, -4.740]],
  "smiles": "CN(C)P(=O)(N(C)C)N(C)C.CN(C)P(=O)(N(C)C)N(C)C.CN(C)P(=O)(N(C)C)N(C)C.CN(C)P(=O)(N(C)C)N(C)C.CCOC(C)=O.CCOC(C)=O.CCOC(C)=O.CCOC(C)=O.CCOC(C)=O.CCOC(C)=O.CCOC(C)=O",
  "charge": 0,
  "multiplicity": 1
}

no.,gap between HOMO and LUMO (eV)
1,8.7
2,8.7